{"formula": "CHI3O", "method": "ωB97M-V with the def2-TZVPD basis set", "symbols": ["C", "O", "I", "I", "I", "H"], "coordinates": [[1.39767, -1.73791, -0.20157], [2.11351, -1.19844, -0.94543], [-0.16936, -2.95833, -0.92016], [-1.80357, 3.40635, 0.28674], [1.48022, -1.59777, 1.95062], [-3.01846, 4.08611, -0.17020]], "e_homo_ev": -9.84, "gap_ev": 8.89, "largest_force_ev_per_a": 3.99, "e_tot_ev": -27401.790}